Record 1
{"formula": "C2H4O2S", "method": "ωB97M-V/def2-TZVPD", "e_tot_ev": -17064.3016, "de_lowest_kj_mol": 479.4, "smiles": "S[C@H]1COO1", "homo_energy_ha": -0.341, "elements": ["S", "C", "C", "O", "O", "H", "H", "H", "H"], "coordinates": [[-2.0288, -0.5322, 0.1710], [-0.3777, -0.5477, -0.5699], [0.9129, 0.1549, -0.0340], [1.3661, -1.1594, 0.5199], [0.4219, -1.8710, -0.2501], [-1.6747, -0.2075, 1.4193], [-0.3764, -0.3512, -1.7021], [1.4332, 0.6501, -0.9029], [0.6839, 0.7454, 0.8683]], "forces_ev_per_angstrom": [[0.80, 0.33, -0.67], [2.04, -1.48, -0.94], [-1.53, -1.18, 1.45], [0.96, 2.51, -0.64], [-2.43, 0.97, -1.53], [0.22, -0.08, 0.05], [-0.82, -0.86, 1.68], [0.15, -0.71, 1.36], [0.60, 0.50, -0.75]], "nbo_charge": [0.025, -0.111, -0.115, -0.268, -0.275, 0.130, 0.219, 0.200, 0.196]}


Record 2
{"formula": "C2H4O2Sm", "method": "ωB97M-V/def2-TZVPD", "e_tot_ev": -24125.4093, "total_charge": 1, "de_lowest_kj_mol": 293.5, "s2": 15.755, "multiplicity": 8, "homo_energy_ha": [-0.336, -0.526], "elements": ["C", "C", "O", "H", "H", "H", "Sm", "O", "H"], "coordinates": [[0.5243, -0.0048, 0.0709], [0.4100, 1.4439, 0.0842], [-0.5274, -0.5820, -0.3334], [1.2315, -0.6057, 0.6517], [0.8907, 1.8287, 0.9960], [0.9448, 1.8416, -0.7918], [-2.3623, -3.5445, -0.0390], [-0.3865, -1.9516, -0.5563], [-0.7251, 1.5742, -0.0823]], "forces_ev_per_angstrom": [[-1.63, -0.52, 1.27], [-1.05, 0.01, -0.47], [1.20, 0.04, -0.66], [0.38, -0.09, -0.96], [-0.56, 0.21, -0.32], [-0.10, 0.07, 0.18], [0.65, 0.50, -0.22], [-0.77, -0.92, 0.61], [1.88, 0.69, 0.55]], "lowdin_spin": [0.004, 0.001, 0.039, 0.001, 0.000, 0.000, 6.862, 0.093, 0.000]}